{
  "formula": "C11H10ClF3GdO3S",
  "method": "ωB97M-V/def2-TZVPD",
  "symbols": ["C", "C", "C", "H", "C", "C", "H", "H", "H", "H", "Gd", "Cl", "C", "C", "C", "H", "C", "C", "H", "H", "H", "H", "F", "C", "F", "F", "S", "O", "O", "O"],
  "positions_angstrom": [[-0.26003, 2.26791, -2.00091], [0.30083, 1.05673, -2.54067], [1.56245, 0.86067, -1.85833], [-0.04771, 0.48758, -3.41787], [1.78806, 1.95313, -0.96673], [0.64381, 2.81894, -1.04417], [0.56607, 3.80131, -0.54742], [-1.17217, 2.75235, -2.33675], [2.22180, 0.01215, -2.02505], [2.70943, 2.13564, -0.37620], [-0.45341, -0.13417, -0.23700], [-2.72577, 0.06645, -1.15352], [-0.94797, -2.64177, 0.18490], [0.43162, -2.51093, 0.56492], [1.21819, -2.58369, -0.62247], [0.83607, -2.51021, 1.56831], [0.33954, -2.76885, -1.72269], [-0.99309, -2.79009, -1.23929], [-1.87722, -2.99678, -1.83351], [-1.79416, -2.74282, 0.86623], [2.30008, -2.68876, -0.64153], [0.64450, -3.05198, -2.73198], [-1.10698, 2.47687, 4.25194], [-1.34202, 1.33145, 3.58520], [-1.56872, 0.32383, 4.45978], [-2.45777, 1.49851, 2.84035], [0.12457, 0.98430, 2.46513], [-0.17526, 1.75600, 1.23624], [1.32754, 1.28151, 3.16674], [-0.09225, -0.44528, 2.10634]],
  "forces_ev_per_a": [[0.890, -0.015, -0.015], [0.100, 0.725, 0.612], [-0.003, 0.419, 0.334], [0.064, 0.289, 0.779], [-0.450, -0.122, -0.423], [0.665, -0.460, -1.180], [-0.187, -0.870, -0.190], [0.092, -0.268, 0.149], [-0.016, 0.279, -0.030], [-0.915, -0.313, -0.331], [1.360, -0.096, -1.504], [-1.501, 0.219, -0.233], [0.447, -0.386, -0.346], [0.200, -1.001, -1.008], [-0.711, -0.314, 0.585], [-0.180, 0.171, -0.176], [-0.362, -0.151, 0.272], [0.698, -0.256, 0.517], [0.134, 0.282, 0.145], [0.263, 0.226, -0.228], [-0.204, 0.348, -0.060], [-0.116, 0.505, 0.229], [-0.280, -0.565, 0.007], [-0.138, 0.152, -0.225], [0.285, 0.881, -0.521], [0.737, -0.215, 0.576], [-0.932, -1.094, -1.146], [0.073, 0.055, 1.775], [-0.166, 0.282, 0.339], [0.156, 1.294, 1.296]],
  "total_charge": -1,
  "e_homo_ev": [-4.739, -4.629],
  "largest_force_ha_per_bohr": 0.0395,
  "de_lowest_kcal_mol": 0.0,
  "spin_multiplicity": 8,
  "homo_lumo_gap_ha": [0.2818, 0.2106],
  "e_lumo_ev": [2.929, 1.101]
}


{
  "formula": "C11H10ClF3Nd",
  "method": "ωB97M-V/def2-TZVPD",
  "symbols": ["C", "C", "C", "H", "C", "C", "H", "H", "H", "H", "Nd", "Cl", "C", "C", "C", "H", "C", "C", "H", "H", "H", "H", "F", "C", "F", "F"],
  "positions_angstrom": [[2.18923, 2.14801, -1.22447], [0.75183, 2.21272, -1.34365], [0.27095, 0.93769, -1.73819], [0.17490, 3.14530, -1.34408], [1.36632, 0.04693, -1.82910], [2.56963, 0.76138, -1.54541], [3.59388, 0.40757, -1.70473], [2.88792, 2.98457, -1.15272], [-0.74109, 0.74859, -2.16584], [1.31513, -0.97011, -2.24328], [1.83370, 0.97163, 0.95034], [0.97684, 2.80217, 2.50834], [-2.42087, -1.18341, 1.77578], [-2.16536, -1.98739, 0.61804], [-2.41898, -1.19548, -0.54604], [-1.79164, -3.02125, 0.61340], [-2.96646, 0.05134, -0.10563], [-2.96638, 0.06103, 1.32345], [-3.26499, 0.90722, 1.96584], [-2.30350, -1.50155, 2.83230], [-2.35179, -1.53543, -1.58229], [-3.36104, 0.84542, -0.75229], [2.82768, -1.35273, 2.65631], [2.06629, -1.53673, 1.46761], [2.87890, -2.35171, 0.68448], [1.04892, -2.39579, 1.88183]],
  "forces_ev_per_a": [[-0.047, -1.164, -1.286], [0.874, 0.067, -0.363], [-0.168, 0.425, -0.375], [0.208, -0.588, 0.358], [0.699, 0.230, -0.195], [-0.572, 1.266, -0.327], [-0.455, 0.047, 0.262], [-0.324, -0.218, 0.126], [0.874, -0.034, 1.165], [0.012, 0.510, 0.625], [-1.638, -1.401, 0.052], [0.129, 0.209, 0.188], [-0.403, -0.130, -0.453], [0.394, 0.667, -0.026], [-0.769, 0.027, 0.943], [-0.093, 0.571, 0.053], [0.297, -0.333, 0.295], [0.529, -0.132, -0.235], [0.113, -0.543, -0.406], [-0.084, 0.252, -0.853], [0.002, 0.077, 0.287], [0.247, -0.271, 0.272], [0.124, 0.179, -0.181], [-0.851, -1.193, 0.128], [-0.217, 0.485, 0.383], [1.117, 0.996, -0.438]],
  "total_charge": -1,
  "e_homo_ev": [-2.633, -2.634],
  "largest_force_ha_per_bohr": 0.0419,
  "spin_multiplicity": 4,
  "homo_lumo_gap_ha": [0.1503, 0.1526],
  "e_lumo_ev": [1.457, 1.518]
}


{
  "formula": "C11H10ClF3Os",
  "method": "ωB97M-V/def2-TZVPD",
  "symbols": ["C", "C", "C", "H", "C", "C", "H", "H", "H", "H", "Os", "Cl", "C", "C", "C", "H", "C", "C", "H", "H", "H", "H", "F", "C", "F", "F"],
  "positions_angstrom": [[0.10182, 0.93429, -1.16917], [-0.27090, 0.43689, -2.44477], [0.39631, -0.80244, -2.64955], [-0.96530, 0.88666, -3.13586], [1.18208, -1.07399, -1.50060], [0.97298, -0.01495, -0.56434], [1.44003, 0.08019, 0.40703], [-0.24106, 1.84807, -0.70459], [0.33337, -1.40997, -3.55025], [1.83470, -1.93153, -1.39538], [-0.81023, -0.91830, -0.95581], [-2.20893, 0.11269, 0.68252], [-3.25824, -2.13206, -0.86123], [-2.36176, -3.10569, -1.39078], [-1.93941, -2.67190, -2.68583], [-2.12442, -4.06661, -0.94784], [-2.58281, -1.41795, -2.95860], [-3.36800, -1.06532, -1.82331], [-4.01248, -0.19345, -1.72596], [-3.81535, -2.21584, 0.07364], [-1.33355, -3.26169, -3.37408], [-2.55708, -0.87732, -3.90704], [-0.32401, -3.67543, 0.28074], [-0.34073, -2.39223, 0.77566], [-1.22795, -2.35888, 1.80799], [0.91090, -2.20511, 1.28644]],
  "forces_ev_per_a": [[2.459, 2.454, 0.345], [0.250, 0.780, -1.581], [2.178, 0.343, -3.000], [0.084, 0.076, 0.024], [1.198, -0.175, -0.941], [2.664, 2.582, 0.433], [-0.118, -0.054, -0.156], [-0.033, -0.177, -0.063], [0.123, 0.263, 0.337], [-0.293, 0.023, 0.278], [-8.010, -6.240, 5.712], [-0.070, 1.006, 0.295], [-0.009, -0.101, -0.934], [-0.578, 0.155, -0.947], [-0.586, -0.306, 0.657], [-0.029, 0.399, -0.082], [-0.455, -0.243, 0.399], [0.103, -0.917, -0.126], [0.362, -0.242, -0.008], [0.446, 0.171, -0.351], [-0.118, 0.330, 0.275], [0.154, -0.120, 0.449], [0.258, 0.066, 0.845], [-0.411, 0.415, -1.550], [0.935, -0.423, -0.565], [-0.504, -0.065, 0.256]],
  "e_homo_ev": [-5.685, -8.460],
  "largest_force_ha_per_bohr": 0.2266,
  "spin_multiplicity": 5,
  "homo_lumo_gap_ha": [0.2217, 0.2250],
  "e_lumo_ev": [0.346, -2.337]
}


{
  "formula": "C11H10ClNPbS",
  "method": "ωB97M-V/def2-TZVPD",
  "symbols": ["C", "C", "C", "H", "C", "C", "H", "H", "H", "H", "Pb", "Cl", "C", "C", "C", "H", "C", "C", "H", "H", "H", "H", "S", "C", "N"],
  "positions_angstrom": [[0.40325, 2.94542, -0.92003], [-0.72146, 2.19811, -0.47305], [-0.96857, 1.18368, -1.44226], [-1.26118, 2.35824, 0.45513], [-0.02351, 1.33601, -2.51181], [0.83225, 2.41935, -2.17483], [1.67531, 2.77943, -2.75144], [0.85043, 3.78179, -0.38188], [-1.76150, 0.42391, -1.39634], [0.03076, 0.71182, -3.40322], [-0.07005, -0.70421, 0.80114], [1.64482, 0.72763, 1.91709], [-0.37904, -3.06785, 2.24571], [-0.88440, -3.55081, 0.99850], [-2.16924, -2.98241, 0.78819], [-0.38133, -4.26815, 0.35093], [-2.47749, -2.15169, 1.90360], [-1.38076, -2.21230, 2.81474], [-1.32957, -1.74574, 3.79624], [0.54966, -3.37411, 2.73272], [-2.83917, -3.20532, -0.04681], [-3.42398, -1.64847, 2.08825], [4.52057, 1.29575, -2.28462], [4.70051, 2.80930, -1.73570], [4.86370, 3.94062, -1.37023]],
  "forces_ev_per_a": [[0.136, -0.054, -0.291], [-0.837, -1.834, -0.983], [-0.918, 1.329, 2.210], [0.063, -0.023, -0.244], [2.130, 1.643, -0.127], [-0.801, -1.390, -0.681], [-0.206, -0.047, 0.032], [-0.097, -0.309, -0.231], [0.347, 0.540, -0.097], [0.014, 0.263, 0.284], [-0.758, -1.250, 0.650], [0.232, 0.157, 0.150], [-0.265, 0.350, -0.111], [-0.222, 0.395, 0.107], [0.171, -0.048, 0.355], [-0.173, 0.244, 0.175], [0.435, -0.270, -0.404], [0.572, 0.186, -0.560], [-0.031, -0.113, -0.269], [-0.377, 0.129, -0.210], [0.339, 0.174, 0.325], [0.283, -0.061, -0.104], [-0.040, -0.012, 0.066], [0.452, 2.663, 0.769], [-0.449, -2.664, -0.810]],
  "e_homo_ev": [-8.337, -8.330],
  "largest_force_ha_per_bohr": 0.0548,
  "de_lowest_kcal_mol": 0.0,
  "spin_multiplicity": 1,
  "homo_lumo_gap_ha": [0.1730, 0.2118],
  "e_lumo_ev": [-3.628, -2.565]
}


{
  "formula": "C11H10CoF5O3SSi",
  "method": "ωB97M-V/def2-TZVPD",
  "symbols": ["Co", "O", "C", "O", "H", "F", "C", "C", "F", "C", "F", "C", "S", "C", "F", "C", "F", "O", "C", "C", "Si", "C", "C", "H", "H", "H", "H", "H", "H", "H", "H", "H"],
  "positions_angstrom": [[-0.19146, 0.81134, 0.32249], [-0.00965, 1.26048, 2.20680], [-0.75628, 0.29879, 2.57841], [-1.31585, -0.42216, 1.73206], [-0.87523, 0.12317, 3.65453], [-4.47438, -4.07937, -0.20030], [-3.47550, -3.24760, -0.48211], [-3.73240, -2.04389, -1.11618], [-4.98324, -1.71781, -1.44183], [-2.68641, -1.18668, -1.40508], [-2.97184, -0.02528, -1.99943], [-1.37310, -1.49572, -1.07443], [-0.04459, -0.39076, -1.44585], [-1.14685, -2.70578, -0.43036], [0.09041, -3.04053, -0.05614], [-2.17627, -3.58017, -0.13703], [-1.92950, -4.73186, 0.48689], [-0.83302, 3.36330, -0.74718], [-0.50065, 2.39072, -0.27377], [2.86849, -0.05668, 0.75328], [1.98060, 1.42813, 0.00767], [2.25319, 2.99628, 1.01427], [2.44573, 1.73299, -1.79395], [3.94573, 0.13053, 0.71517], [2.65193, -0.96552, 0.19439], [2.59651, -0.20921, 1.79808], [3.32157, 3.23083, 1.00602], [1.93459, 2.86876, 2.04653], [1.73008, 3.85217, 0.58518], [3.53026, 1.81695, -1.89621], [2.01085, 2.66744, -2.15333], [2.11628, 0.92712, -2.44858]],
  "forces_ev_per_a": [[0.093, -0.462, 0.951], [-0.022, 0.158, -0.018], [-0.025, -0.035, 0.063], [0.167, 0.018, -0.295], [-0.048, -0.009, -0.019], [0.003, 0.001, -0.001], [0.044, 0.035, -0.011], [0.017, -0.011, 0.004], [-0.015, -0.010, 0.004], [0.037, -0.020, 0.021], [-0.011, -0.022, 0.002], [-0.034, -0.042, 0.035], [-0.182, 0.147, -0.195], [0.016, 0.054, -0.005], [-0.050, -0.027, -0.008], [-0.008, 0.021, -0.007], [-0.009, -0.010, 0.002], [0.164, 0.237, 0.120], [-0.355, -0.137, -0.595], [-0.147, 0.270, -0.091], [0.444, 0.133, -0.107], [0.113, -0.244, -0.210], [-0.104, -0.051, 0.282], [0.007, 0.022, -0.012], [-0.006, -0.009, -0.017], [-0.050, 0.013, -0.002], [0.005, 0.003, 0.012], [-0.030, -0.020, 0.014], [-0.005, -0.002, -0.003], [0.024, 0.007, 0.095], [-0.034, -0.005, 0.000], [-0.001, -0.004, -0.008]],
  "e_homo_ev": [-9.039, -9.038],
  "largest_force_ha_per_bohr": 0.0206,
  "spin_multiplicity": 1,
  "homo_lumo_gap_ha": [0.3027, 0.3027],
  "e_lumo_ev": [-0.802, -0.803]
}


{
  "formula": "C11H10F3N5O",
  "method": "ωB97M-V/def2-TZVPD",
  "symbols": ["H", "N", "C", "C", "C", "O", "N", "C", "N", "C", "C", "C", "F", "F", "F", "C", "N", "C", "C", "C", "N", "H", "H", "H", "H", "H", "H", "H", "H", "H"],
  "positions_angstrom": [[0.23882, -0.82240, 4.56745], [0.11402, -1.79257, 4.33792], [0.34340, -2.13865, 3.10159], [0.40376, -3.52044, 2.70652], [0.83794, -3.57225, 1.44523], [1.03873, -2.32766, 0.95499], [0.78623, -1.42971, 2.01464], [0.62260, -0.05086, 1.81006], [0.26856, 0.69109, 2.84702], [0.10198, 1.99096, 2.63042], [0.29796, 2.53502, 1.37180], [0.11211, 3.97690, 1.12265], [1.34443, 4.45229, 0.78506], [-0.85850, 4.19265, 0.22578], [-0.21033, 4.63508, 2.26202], [0.68514, 1.69411, 0.35892], [0.92518, 2.10144, -0.93626], [1.28798, 1.17944, -2.01545], [0.11366, 0.55370, -2.71106], [0.96929, 1.60416, -3.42576], [0.83654, 0.42064, 0.60845], [0.19757, -4.30868, 3.40143], [1.00362, -4.52678, 0.89483], [-0.13420, 2.61523, 3.47921], [0.90334, 3.09458, -1.14778], [2.13981, 0.52128, -1.83941], [-0.84942, 0.82524, -2.35063], [0.18912, -0.54085, -2.81366], [0.57075, 2.61222, -3.60316], [1.59522, 1.21013, -4.20750]],
  "forces_ev_per_a": [[-0.042, 0.423, -0.498], [0.008, -0.978, -1.535], [0.080, 0.174, 3.805], [-0.025, -0.453, -0.469], [-0.689, -1.086, 1.509], [0.423, 1.073, -1.483], [-0.176, 0.441, -0.126], [-0.060, 0.304, -0.672], [-0.076, -0.565, 1.107], [0.538, -0.392, -0.963], [-0.961, 0.794, 1.494], [0.677, -0.645, 1.913], [-0.846, 0.845, -1.045], [0.737, 0.793, -0.317], [-0.266, 0.083, -0.566], [0.465, -0.183, -2.144], [0.408, 0.147, 0.163], [-0.779, 0.355, 0.662], [0.718, -0.659, 0.192], [-0.457, -0.619, 0.476], [0.541, -1.924, -0.977], [-0.080, -0.216, -0.054], [0.153, 1.610, -0.224], [-0.175, -0.019, 0.033], [0.106, -0.492, 0.126], [-0.153, 0.427, 0.083], [-0.525, 0.453, 0.214], [0.149, 0.734, -0.771], [0.010, -0.625, 0.136], [0.297, 0.201, -0.069]],
  "e_homo_ev": -8.338,
  "largest_force_ha_per_bohr": 0.0741,
  "de_lowest_kcal_mol": 0.0,
  "smiles": "[H]/N=c1/ccon1-c1ncc(C(F)(F)F)c(NC2CC2)n1",
  "spin_multiplicity": 1,
  "homo_lumo_gap_ha": 0.3278,
  "e_lumo_ev": 0.580
}